# C3H8N2OS

A cluster of 2 separate species, C3H8N2OS in total at a distorted geometry (ωB97M-V/def2-TZVPD, the Open Molecules 2025 dataset).

Values from the calculation:
SMILES string: C[N+]([S-])=C=O.CN
Energy above the lowest of the compared OMol25 structures with the same formula, charge and spin, kJ/mol: 350.3
Energy, eV: -19100.8710
LUMO, hartree: 0.018
HOMO, Eh: -0.272

CARTESIAN COORDINATES (ANGSTROEM)
C 0.53 -0.56 -0.21
C -2.16 0.40 -1.25
C 2.16 -1.01 1.38
N -0.89 0.91 -0.71
N 0.97 -0.23 0.92
O 0.74 -1.18 -1.14
S 0.54 1.17 1.81
H -2.20 -0.54 -1.59
H -3.04 0.48 -0.63
H -2.54 1.03 -2.08
H 2.03 -0.89 2.46
H 2.02 -1.93 0.94
H 3.13 -0.53 1.17
H -0.44 1.66 -1.34
H -0.86 1.23 0.27